ORCA calculation (ωB97M-V/def2-TZVPD) on a molecular structure, C3H6HgO4.

The geometry in XYZ format:
```
14
Properties=species:S:1:pos:R:3:forces:R:3
H 3.568332 -4.546728 5.574663 -0.91 4.43 2.97
O 3.351059 -3.550031 6.233012 1.59 -5.31 -3.47
H 3.178391 -3.955129 7.087886 -0.08 -0.07 0.32
C 2.239948 -1.640950 6.311385 -1.27 1.75 0.48
C 2.534118 -0.789417 5.121338 0.95 -1.08 -0.44
O 1.751919 0.398848 5.197056 -0.44 0.82 0.24
C 1.860554 1.294682 4.203758 -0.03 -0.83 -1.20
O 2.674959 1.108822 3.266024 0.45 0.22 -0.02
O 1.024811 2.232514 4.208826 -0.30 1.14 0.09
H 1.235086 -2.072896 6.365187 0.47 -0.01 -0.06
H 2.630067 -1.265506 7.262845 0.00 -0.35 -0.28
H 2.299192 -1.325584 4.184795 0.01 0.27 0.30
H 3.603939 -0.531513 5.081237 -0.33 0.02 0.01
Hg 1.889488 3.314558 2.169686 -0.13 -1.01 1.06
```
Positions in Å, forces in eV/Å.

## Properties
HOMO level (spin up / spin down): -7.50 / -9.44 eV
Largest force on an atom: 6.54 eV/A
Spin multiplicity: 3
HOMO-LUMO gap (spin up / spin down): 7.787 / 6.347 eV
Energy above the lowest of the compared OMol25 structures with the same formula, charge and spin: 32.2 kJ/mol

ORCA calculation (ωB97M-V/def2-TZVPD) on a molecular structure, C37H26Cl5InN2OP.

The geometry in XYZ format:
```
73
Properties=species:S:1:pos:R:3:forces:R:3
In -0.221694 0.672863 -0.502531 0.31 -0.16 1.01
Cl -6.121614 0.607526 3.802963 -0.04 0.04 -0.03
C -4.566980 0.431330 3.099049 0.01 -0.01 -0.16
C -4.355338 0.744403 1.757992 -0.17 -0.06 0.24
Cl -5.654364 1.320973 0.798677 -0.04 0.01 -0.08
C -3.096379 0.578849 1.197379 0.01 -0.15 0.76
Cl -2.878754 0.881487 -0.478870 -0.35 0.10 -0.75
C -1.992545 0.145158 1.946831 -0.59 -0.02 0.46
O -0.797101 0.015361 1.465471 0.74 0.29 -0.66
C -2.246036 -0.191302 3.291956 0.00 -0.03 -0.14
Cl -0.932380 -0.813936 4.202905 0.20 0.03 0.13
C -3.501897 -0.056466 3.858577 -0.05 0.03 -0.08
Cl -3.757400 -0.491197 5.494194 0.02 -0.03 0.08
N 1.835464 -0.453764 0.595208 -0.29 0.62 0.11
C 2.223191 -1.701976 0.066968 0.00 -0.64 -0.33
C 3.552075 -2.113295 0.069136 0.03 0.06 0.01
C 3.895726 -3.377555 -0.377682 -0.13 0.12 0.06
C 2.920450 -4.255392 -0.827884 -0.03 -0.09 -0.07
C 1.608964 -3.833411 -0.907327 0.03 0.13 0.14
C 1.254401 -2.553699 -0.480873 0.00 0.30 0.04
P -0.431381 -1.954380 -0.743904 0.28 0.00 -0.55
C -0.886580 -2.548109 -2.394164 -0.11 0.14 0.30
C -1.543915 -3.754529 -2.618317 0.05 0.06 0.01
C -1.812924 -4.147965 -3.919356 -0.04 -0.09 0.00
C -1.433107 -3.348257 -4.985163 0.01 0.02 -0.05
C -0.787887 -2.141074 -4.761672 0.04 0.00 -0.05
C -0.520997 -1.740849 -3.466851 -0.01 0.05 0.13
C -1.457002 -2.788642 0.482304 0.00 0.34 -0.13
C -0.865166 -3.314022 1.626997 0.07 0.04 -0.19
C -1.650632 -3.934759 2.578034 -0.06 -0.06 0.08
C -3.021458 -4.024597 2.393388 0.04 -0.02 0.01
C -3.614015 -3.479292 1.264375 -0.13 0.00 0.02
C -2.838631 -2.847201 0.310367 0.09 0.05 -0.06
H 1.152333 -0.556910 1.347977 0.17 0.01 0.22
H 2.636465 0.070680 0.937151 -0.18 0.08 -0.09
H 4.319757 -1.443569 0.434504 0.02 0.03 0.08
H 4.926846 -3.689090 -0.354303 0.15 -0.02 0.02
H 3.185600 -5.257913 -1.126306 0.03 -0.05 -0.07
H 0.844135 -4.493576 -1.288733 -0.03 -0.08 -0.10
H -1.847265 -4.376170 -1.786969 0.00 -0.04 0.03
H -2.323053 -5.082610 -4.104010 -0.02 -0.04 0.01
H -1.647349 -3.660380 -5.996643 -0.02 -0.03 -0.05
H -0.502437 -1.515297 -5.592663 0.02 0.06 -0.08
H -0.027272 -0.792474 -3.270429 0.01 -0.01 -0.13
H 0.205664 -3.242561 1.761419 0.02 -0.05 0.06
H -1.192660 -4.350969 3.462111 0.03 -0.02 0.08
H -3.629602 -4.527184 3.129612 -0.07 -0.02 0.08
H -4.682577 -3.552232 1.129022 -0.09 0.02 -0.02
H -3.296362 -2.415001 -0.570403 -0.06 0.00 -0.03
N -0.281266 2.750897 -0.272076 -0.83 -1.51 -0.25
C 0.754904 3.460439 -0.234825 0.37 0.21 -0.04
C 0.646401 4.800473 0.372889 -0.03 0.34 0.16
C 1.400762 5.867268 -0.106410 -0.14 0.00 0.10
C 1.311506 7.099471 0.515744 0.06 0.10 -0.07
C 0.484113 7.270598 1.614942 0.00 0.01 -0.06
C -0.277246 6.210889 2.082054 -0.01 0.02 -0.02
C -0.204585 4.979210 1.460949 0.13 0.03 -0.09
C 2.091214 3.046983 -0.708958 0.32 -0.19 -0.23
C 3.217512 3.356498 0.046981 -0.03 -0.09 -0.02
C 4.467180 2.949814 -0.384213 0.10 -0.02 0.03
C 4.604650 2.258079 -1.577377 0.04 -0.07 0.01
C 3.487084 1.949143 -2.335524 -0.03 -0.04 -0.03
C 2.230143 2.336320 -1.900850 0.03 0.12 0.07
H 2.035522 5.735156 -0.970913 0.10 0.01 -0.01
H 1.895701 7.926351 0.141804 0.03 0.10 -0.02
H 0.427551 8.231934 2.102192 0.01 0.08 0.05
H -0.925411 6.342990 2.931361 -0.11 0.04 0.16
H -0.784306 4.142461 1.817901 -0.06 -0.09 0.03
H 3.106324 3.902542 0.973684 0.02 0.06 0.00
H 5.340197 3.186830 0.203078 0.11 0.02 0.08
H 5.585335 1.969732 -1.922601 0.10 -0.04 -0.03
H 3.599752 1.431001 -3.275309 0.00 -0.05 -0.11
H 1.360644 2.147894 -2.524040 0.00 0.04 0.02
```
Positions in Å, forces in eV/Å.

## Properties
HOMO level: -10.54 eV
Net charge: +1
Largest force on an atom: 1.74 eV/A
HOMO-LUMO gap: 6.764 eV
Energy above the lowest of the compared OMol25 structures with the same formula, charge and spin: 0.0 kJ/mol

ORCA calculation (ωB97M-V/def2-TZVPD) on C4H7NO2 in the gas phase.

The geometry in XYZ format:
```
14
Properties=species:S:1:pos:R:3:forces:R:3
C 1.196305 1.244532 -1.363657 0.00 0.04 0.02
C 0.697361 0.211132 -0.685669 -0.04 0.07 -0.16
N -0.275044 -0.670840 -1.223756 0.26 0.25 -0.12
O -1.377658 -0.945154 -0.346812 -0.17 0.11 0.18
C -1.180632 -0.276494 0.886373 0.15 -0.02 0.20
C 0.184359 -0.682979 1.409979 -0.19 -0.08 0.14
O 1.174807 -0.128858 0.540109 0.03 0.03 -0.20
H 0.793428 1.521854 -2.330717 0.09 -0.10 0.11
H 2.030433 1.804325 -0.959275 -0.09 -0.10 -0.07
H -0.700975 -0.230036 -2.033622 0.07 -0.08 0.02
H -1.210520 0.816217 0.751778 -0.08 -0.15 0.04
H -1.998215 -0.583134 1.538711 0.09 -0.05 -0.04
H 0.269025 -1.776038 1.400568 -0.04 0.13 0.07
H 0.397325 -0.304527 2.415990 -0.10 -0.04 -0.19
```
Positions in Å, forces in eV/Å.

## Properties
HOMO level: -8.30 eV
SMILES: C=C1NOCCO1
Largest force on an atom: 0.38 eV/A
HOMO-LUMO gap: 9.283 eV
Energy above the lowest of the compared OMol25 structures with the same formula, charge and spin: 356.5 kJ/mol

ORCA calculation (ωB97M-V/def2-TZVPD) on 2 unconnected molecules or ions with the total composition C8H12N6O.

The geometry in XYZ format:
```
27
Properties=species:S:1:pos:R:3:forces:R:3
C -4.776813 3.139618 -3.279644 -0.14 0.82 -1.03
C -5.162152 3.915998 -4.351341 -0.09 -0.96 0.27
C -3.336166 4.729136 -2.537014 2.40 0.02 2.65
C -3.641852 5.623648 -3.587489 -0.39 0.24 -0.97
C -3.839023 7.035942 -5.197410 -0.20 -0.82 0.36
C 6.613251 -7.585968 5.406326 -0.70 -1.22 3.28
C 5.415313 -7.423258 7.070376 4.25 -0.92 1.76
C 6.232459 -8.654480 6.440502 -0.52 0.12 -1.33
N -3.817519 3.502911 -2.456946 1.30 2.33 1.09
N -3.249301 6.829244 -4.037594 0.77 0.72 0.95
N -4.541727 5.943120 -5.580866 -0.84 -1.16 0.52
N -3.842399 8.117499 -5.926006 0.39 2.15 -0.78
N 5.964166 -6.657371 5.976632 0.45 0.52 -1.61
N -4.499127 5.119667 -4.494346 -1.56 -2.76 -0.87
O 7.157997 -9.426169 7.051622 1.11 -0.78 0.86
H -5.141437 2.211337 -2.947041 -1.22 -1.14 -0.73
H -5.938475 3.502408 -5.019478 0.63 1.01 0.00
H -2.570786 4.998695 -1.683092 -1.56 -0.21 -2.11
H -5.199500 5.723302 -6.328142 0.29 0.44 0.27
H 7.132651 -7.590020 4.546723 1.86 0.32 -3.05
H 4.441237 -7.596906 6.936936 -3.98 -0.18 0.20
H 5.796942 -7.093028 8.046292 -0.57 -0.11 -0.27
H 5.604199 -9.350991 5.923501 -1.32 0.08 -0.50
H -3.469567 8.968247 -5.479061 -0.21 -0.71 -0.72
H -4.244685 8.161302 -6.873699 0.41 0.04 1.07
H 5.824488 -5.751465 5.559155 -0.47 0.60 0.36
H 7.087828 -10.392418 6.821105 -0.10 1.56 0.34
```
Positions in Å, forces in eV/Å.

## Properties
HOMO level: -14.30 eV
Net charge: +2
Largest force on an atom: 4.69 eV/A
HOMO-LUMO gap: 8.416 eV

ORCA calculation (ωB97M-V/def2-TZVPD) on FHN2O2S in the gas phase.

The geometry in XYZ format:
```
7
Properties=species:S:1:pos:R:3:forces:R:3
N -0.309787 0.194903 -2.176037 -0.64 0.01 0.12
N -0.692929 -0.503518 -1.252688 0.29 0.21 0.61
O 0.007272 -0.142662 -0.113263 0.30 0.76 0.30
O 0.538209 -1.365710 1.829170 0.07 -0.69 1.11
F 0.491710 1.219497 -1.715292 0.45 0.46 -1.04
S -0.381579 -0.308081 1.495603 0.45 0.38 -0.04
H 0.347103 0.905572 1.932507 -0.91 -1.13 -1.06
```
Positions in Å, forces in eV/Å.

## Properties
HOMO level: -10.51 eV
Largest force on an atom: 1.80 eV/A
HOMO-LUMO gap: 10.496 eV
Energy above the lowest of the compared OMol25 structures with the same formula, charge and spin: 289.8 kJ/mol

ORCA calculation (ωB97M-V/def2-TZVPD) on a molecular structure, C23H36F6MnO13.

The geometry in XYZ format:
```
79
Properties=species:S:1:pos:R:3:forces:R:3
Mn 14.581808 21.074630 -13.795922 0.20 -0.40 -0.18
C 12.779711 18.745413 -12.370769 1.01 -0.70 -0.67
O 11.969552 18.531323 -13.533219 -0.28 -0.13 0.05
O 13.465863 19.850135 -12.487801 -0.05 1.32 0.12
C 11.866013 18.692085 -11.117994 0.14 0.57 0.47
F 12.034554 17.537910 -10.450190 -0.14 -0.33 0.06
F 12.170061 19.674037 -10.244367 -0.10 -0.03 0.01
F 10.551712 18.811809 -11.378755 -0.14 0.03 -0.03
C 11.491181 17.221857 -13.738998 0.12 -0.18 -0.18
C 10.867509 17.149980 -15.118823 0.07 0.00 0.09
H 9.927851 17.700557 -15.175836 -0.05 -0.06 0.11
H 11.537078 17.590785 -15.858914 0.11 -0.16 -0.01
H 10.691102 16.096671 -15.345143 -0.11 0.10 -0.23
H 10.747250 16.902866 -12.996786 0.09 0.19 0.11
H 12.325720 16.508428 -13.679004 0.02 0.06 0.02
H 13.482215 17.888109 -12.252042 -0.45 -0.36 -0.10
C 17.033312 22.221273 -15.583158 -0.03 -0.45 -0.95
O 17.774570 20.996090 -15.482339 0.56 0.32 -0.02
O 15.804217 22.164167 -15.141919 -1.02 -0.04 0.67
C 17.912601 23.248201 -14.878090 0.35 -0.34 0.59
F 19.202107 23.203145 -15.263484 -0.02 0.13 -0.20
F 17.466561 24.483547 -15.109216 -0.10 0.40 0.00
F 17.930723 23.069357 -13.533962 -0.15 0.12 -0.03
C 17.436186 20.057848 -16.464891 0.07 -0.76 0.15
C 18.400994 18.891674 -16.346225 -0.08 -0.65 0.54
H 18.306686 18.422566 -15.357913 0.06 0.30 0.04
H 18.174164 18.058788 -17.017919 -0.05 0.33 -0.32
H 19.443103 19.183188 -16.474755 -0.05 0.13 -0.10
H 17.510333 20.468657 -17.482946 -0.13 0.26 0.12
H 16.418668 19.699285 -16.271576 -0.06 0.03 -0.25
H 17.050926 22.509005 -16.660289 0.29 0.09 0.01
C 15.267659 20.951380 -9.914889 -0.34 -0.64 0.75
O 15.063923 22.369192 -9.908631 0.11 0.03 0.14
C 15.050232 22.913834 -11.104373 -0.18 0.02 -0.13
O 15.124003 22.296286 -12.146350 0.31 0.40 0.33
O 14.944742 24.222679 -11.003044 0.23 0.00 0.07
C 14.988440 24.939872 -12.247197 -0.25 -0.16 -0.41
H 16.303719 20.717034 -10.154852 -0.02 0.04 -0.24
H 14.549227 20.442902 -10.554482 0.20 0.12 -0.38
H 15.074537 20.611618 -8.895825 0.09 0.26 -0.01
H 14.043132 24.794278 -12.771086 -0.03 0.24 0.07
H 15.764148 24.569424 -12.907694 0.24 -0.16 0.11
H 15.183368 25.973264 -11.989756 -0.18 0.07 0.04
O 16.250446 19.717354 -13.292516 -0.22 -0.30 -0.23
C 17.252336 19.410419 -12.718114 0.21 0.11 0.58
O 17.398274 18.178424 -12.189492 -0.10 -0.17 -0.43
C 18.724347 17.988558 -11.705422 0.63 0.50 0.44
C 19.289616 19.401325 -11.477808 0.42 -0.15 0.31
C 18.443997 20.282412 -12.389622 -0.17 -0.47 0.22
H 19.334692 17.449131 -12.430366 -0.25 -0.13 -0.14
H 18.683581 17.427385 -10.776335 -0.14 -0.17 -0.08
H 20.364139 19.431524 -11.660887 -0.09 0.03 -0.32
H 19.204379 19.687059 -10.427384 -0.33 0.02 -0.06
H 18.908848 20.561348 -13.333252 0.02 0.21 0.05
H 18.054187 21.152875 -11.867272 0.12 0.24 -0.32
O 12.882880 22.372065 -13.987463 0.34 0.72 -0.16
C 11.692278 22.508889 -13.944430 -0.43 -0.71 -0.40
O 11.127448 23.716390 -13.945558 -0.24 0.22 0.31
C 9.701638 23.605013 -13.678333 0.33 -0.27 -0.03
C 9.468129 22.137844 -13.287645 -0.67 0.28 0.00
C 10.650473 21.419259 -13.922705 -0.06 0.20 0.44
H 9.162811 23.867318 -14.588345 0.08 0.11 -0.02
H 9.474760 24.314722 -12.888769 -0.07 0.05 -0.02
H 8.484187 21.840496 -13.654880 0.16 -0.23 -0.07
H 9.424645 22.019465 -12.204806 0.29 -0.01 0.00
H 10.442945 21.114295 -14.948539 0.11 0.07 -0.10
H 11.036181 20.548820 -13.397609 -0.09 0.04 -0.02
O 13.931562 20.044780 -15.646732 -0.12 -0.31 0.03
C 13.466299 20.364502 -16.705115 0.28 -0.09 -0.13
O 12.361549 21.111863 -16.806247 -0.09 0.11 0.01
C 12.144590 21.548547 -18.157435 0.42 -0.18 -0.36
C 13.052502 20.685369 -19.053262 0.17 -0.31 0.15
C 14.009603 19.986681 -18.063326 -0.73 0.42 -0.26
H 12.449769 22.591208 -18.227235 -0.19 0.09 0.14
H 11.090674 21.439018 -18.392545 -0.07 0.06 0.10
H 13.553465 21.303700 -19.793621 0.10 -0.04 0.03
H 12.505050 19.909767 -19.585710 -0.22 0.19 -0.05
H 15.051377 20.285643 -18.130000 0.05 -0.04 0.02
H 13.911064 18.909248 -18.171832 0.34 -0.09 0.14
```
Positions in Å, forces in eV/Å.

## Properties
HOMO level (spin up / spin down): -7.74 / -8.24 eV
Largest force on an atom: 1.40 eV/A
Spin multiplicity: 6
HOMO-LUMO gap (spin up / spin down): 8.154 / 8.653 eV
Energy above the lowest of the compared OMol25 structures with the same formula, charge and spin: 0.0 kJ/mol